DFT (ωB97M-V/def2-TZVPD) results for 5 unconnected molecules or ions with the total composition C32H59IO19 at a distorted geometry.

ORCA input file:
```
! wB97M-V def2-TZVPD RIJCOSX def2/J DEFGRID3
* xyz 0 1
C 5.321 4.627 -2.014
C 4.113 5.544 -1.707
C 2.845 4.720 -1.375
O 1.690 5.288 -1.947
C 0.572 4.425 -1.923
C 0.183 3.867 -3.301
C 1.452 3.349 -4.054
O 2.135 4.458 -4.634
C 3.137 3.935 -5.494
O -0.365 4.793 -4.250
C -1.006 4.014 -5.195
O -1.286 4.347 -6.241
O -1.203 2.761 -4.650
C -1.030 2.887 -3.211
C -0.703 1.531 -2.554
C -0.120 0.470 -3.516
O 0.729 -0.433 -2.741
C 1.985 0.075 -2.541
C 2.443 0.642 -1.208
O 2.761 0.031 -3.425
C -2.398 3.518 -2.766
I -4.013 2.573 -3.916
C -2.647 3.432 -1.215
C -4.066 2.978 -0.773
H 6.251 5.202 -2.129
H 5.468 3.862 -1.235
H 5.195 4.089 -2.970
H 3.963 6.178 -2.591
H 4.396 6.149 -0.834
H 3.052 3.682 -1.692
H 2.769 4.709 -0.267
H 0.737 3.631 -1.177
H -0.286 5.034 -1.580
H 1.218 2.664 -4.886
H 2.150 2.848 -3.360
H 2.722 3.662 -6.482
H 3.967 4.646 -5.584
H 3.578 2.999 -5.093
H -1.658 1.123 -2.181
H -0.092 1.708 -1.665
H -0.893 -0.156 -3.968
H 0.523 0.875 -4.306
H 3.426 1.108 -1.343
H 2.571 -0.131 -0.433
H 1.781 1.408 -0.781
H -2.476 4.575 -3.036
H -1.897 2.838 -0.676
H -2.562 4.461 -0.827
H -4.109 3.115 0.323
H -4.253 1.916 -0.956
H -4.850 3.627 -1.178
C -8.624 0.567 3.907
C -7.976 1.927 3.751
O -7.701 2.220 2.373
C -8.754 2.588 1.640
O -9.887 2.705 2.032
O -8.336 2.788 0.385
C -9.385 3.094 -0.535
H -8.016 -0.203 3.428
H -8.745 0.318 4.962
H -9.606 0.541 3.434
H -7.014 1.931 4.263
H -8.584 2.715 4.196
H -9.982 3.936 -0.187
H -10.013 2.218 -0.689
H -8.922 3.363 -1.481
C -5.276 4.005 8.373
C -4.067 3.342 7.744
O -3.771 2.086 8.369
C -4.562 1.068 8.022
O -5.475 1.114 7.236
O -4.179 -0.009 8.714
C -5.006 -1.156 8.512
H -5.143 4.097 9.452
H -5.434 4.997 7.949
H -6.178 3.415 8.210
H -3.189 3.969 7.893
H -4.194 3.212 6.668
H -5.103 -1.391 7.454
H -5.987 -0.993 8.958
H -4.527 -1.993 9.014
C 3.183 -4.228 -2.831
C 4.031 -3.062 -2.365
O 4.279 -3.126 -0.951
C 5.201 -4.008 -0.564
O 5.840 -4.731 -1.289
O 5.283 -3.966 0.770
C 6.171 -4.934 1.334
H 2.262 -4.288 -2.247
H 2.928 -4.119 -3.885
H 3.708 -5.175 -2.701
H 3.497 -2.132 -2.539
H 4.970 -3.003 -2.915
H 7.161 -4.870 0.886
H 5.760 -5.935 1.211
H 6.253 -4.716 2.396
C 6.041 -8.071 -1.038
C 4.901 -8.939 -0.547
O 5.169 -10.333 -0.755
C 6.019 -10.891 0.108
O 6.556 -10.338 1.035
O 6.186 -12.171 -0.242
C 7.151 -12.870 0.546
H 6.274 -8.298 -2.080
H 5.787 -7.016 -0.956
H 6.950 -8.248 -0.461
H 4.001 -8.714 -1.118
H 4.674 -8.749 0.504
H 6.928 -12.786 1.608
H 8.151 -12.491 0.335
H 7.104 -13.918 0.259
*
```

Results
Orbital gap, eV: 9.539

DFT (ωB97M-V/def2-TZVPD) results for a molecular structure, C32H60Br25InN at a distorted geometry.

ORCA input file:
```
! wB97M-V def2-TZVPD RIJCOSX def2/J DEFGRID3
* xyz -1 1
Br 6.023 -4.129 6.060
C 4.992 -2.871 4.886
C 5.730 -1.470 4.664
C 5.247 -0.313 5.665
In 3.282 0.520 4.820
C 1.733 -1.113 5.185
C 1.300 -1.467 6.606
C 0.291 -2.616 6.605
C -0.148 -3.230 5.304
N 0.183 -2.913 3.966
C 1.118 -1.855 4.020
H 3.958 -2.768 5.374
H 4.790 -3.369 3.870
H 6.855 -1.620 4.863
H 5.564 -1.113 3.595
H 6.008 0.521 5.821
H 4.981 -0.700 6.717
H 2.774 2.005 5.743
H 3.432 0.978 3.094
H 1.736 -0.940 7.505
H -0.129 -3.006 7.585
H -0.880 -4.111 5.400
H 1.473 -1.501 2.987
Br 1.783 0.412 0.660
C 0.021 -0.425 0.676
C -0.734 -0.135 -0.596
Br -1.452 1.678 -0.594
H -0.489 -0.072 1.572
H 0.216 -1.494 0.773
H -1.606 -0.786 -0.683
H -0.123 -0.234 -1.493
Br -2.521 -5.395 6.476
C -4.086 -5.976 5.468
C -3.737 -6.260 4.030
Br -3.535 -4.610 3.013
H -4.843 -5.202 5.585
H -4.423 -6.886 5.968
H -4.548 -6.800 3.538
H -2.811 -6.820 3.915
Br -1.805 1.477 -5.308
C -0.733 2.727 -4.264
C 0.733 2.603 -4.597
Br 1.519 1.030 -3.757
H -0.954 2.535 -3.215
H -1.107 3.715 -4.535
H 1.291 3.449 -4.193
H 0.927 2.524 -5.666
Br -4.458 0.499 -3.107
C -6.015 -0.080 -4.126
C -5.659 -0.366 -5.564
Br -5.451 1.282 -6.581
H -6.772 0.696 -4.016
H -6.357 -0.989 -3.628
H -6.469 -0.905 -6.060
H -4.733 -0.929 -5.677
Br -8.471 6.010 -9.024
C -8.436 5.620 -7.114
C -7.754 4.305 -6.835
Br -8.922 2.801 -7.249
H -9.467 5.654 -6.764
H -7.878 6.444 -6.667
H -7.531 4.206 -5.771
H -6.838 4.164 -7.408
Br 2.157 -4.289 7.280
C 3.243 -5.245 8.590
C 2.445 -6.324 9.281
Br 1.253 -5.571 10.628
H 3.644 -4.499 9.276
H 4.063 -5.682 8.016
H 3.104 -6.998 9.831
H 1.827 -6.905 8.598
Br -9.333 5.407 -2.666
C -8.267 3.911 -2.011
C -6.795 4.238 -2.032
Br -6.075 4.129 -3.839
H -8.525 3.046 -2.621
H -8.609 3.745 -0.989
H -6.230 3.502 -1.456
H -6.569 5.235 -1.659
Br -2.318 -9.386 5.972
C -1.130 -10.128 4.614
C 0.097 -9.269 4.427
Br -0.302 -7.675 3.380
H -1.719 -10.244 3.706
H -0.853 -11.114 4.991
H 0.854 -9.803 3.851
H 0.533 -8.930 5.366
Br 6.629 3.656 0.806
C 4.731 3.906 0.423
C 3.924 4.004 1.695
Br 3.656 2.212 2.523
H 4.426 3.078 -0.219
H 4.679 4.836 -0.145
H 2.917 4.373 1.483
H 4.387 4.640 2.452
Br 4.209 2.752 -6.109
C 3.920 1.300 -7.376
C 3.899 1.809 -8.795
Br 2.205 2.680 -9.209
H 2.997 0.801 -7.082
H 4.759 0.620 -7.224
H 3.972 0.981 -9.502
H 4.687 2.531 -9.007
Br 2.434 3.343 4.451
C 1.672 4.997 5.180
C 0.361 5.341 4.515
Br 0.642 6.105 2.742
H 2.429 5.772 5.067
H 1.519 4.796 6.244
H -0.166 6.116 5.075
H -0.296 4.481 4.389
Br 3.448 3.002 -13.288
C 4.708 4.332 -12.624
C 6.111 3.781 -12.579
Br 6.357 2.597 -11.052
H 4.341 4.658 -11.651
H 4.643 5.162 -13.329
H 6.835 4.585 -12.435
H 6.380 3.213 -13.469
*
```

Results
Relative energy (zero: lowest compared OMol25 entry of this formula, charge and spin), eV: 5.299
Orbital gap, eV: 5.189

DFT (ωB97M-V/def2-TZVPD) results for 15 unconnected molecules or ions with the total composition C32H60Cl28IN3O6P3 at a distorted geometry.

ORCA input file:
```
! wB97M-V def2-TZVPD RIJCOSX def2/J DEFGRID3
* xyz 1 1
C 9.300 -1.326 0.393
C 7.874 -1.008 0.590
C 7.037 -2.073 1.182
C 7.416 0.238 0.266
C 6.410 0.507 -0.765
C 7.041 1.209 -1.934
C 6.015 1.688 -2.992
C 6.155 0.910 -4.270
C 4.575 1.618 -2.547
C 4.138 2.692 -1.607
O 2.711 2.923 -1.699
C 2.020 2.146 -0.845
O 1.777 2.425 0.352
C 1.561 0.884 -1.499
C 2.024 -0.308 -1.073
I 3.308 -0.355 0.569
C 1.689 -1.388 -1.677
P 2.207 -3.193 -1.488
N 1.343 -3.729 -0.117
O 3.723 -3.305 -1.013
N 0.844 -1.284 -2.649
C 0.327 -0.191 -3.065
C -0.650 -0.249 -4.147
C -0.805 -1.616 -4.759
N -1.783 -2.403 -4.011
C 0.706 0.935 -2.496
P 0.076 2.584 -3.013
P -1.576 2.843 -1.642
O -2.345 4.023 -1.921
O -0.863 2.852 -0.262
O -2.373 1.513 -1.603
H 9.412 -1.827 -0.550
H 9.847 -0.398 0.413
H 9.698 -1.915 1.206
H 6.209 -1.672 1.726
H 7.634 -2.617 1.884
H 6.646 -2.809 0.487
H 7.775 1.089 0.815
H 5.927 -0.401 -1.101
H 5.681 1.179 -0.347
H 7.588 2.061 -1.570
H 7.758 0.581 -2.422
H 6.258 2.711 -3.237
H 5.647 -0.035 -4.210
H 7.185 0.760 -4.531
H 5.702 1.446 -5.087
H 4.323 0.639 -2.176
H 3.971 1.753 -3.431
H 4.674 3.600 -1.807
H 4.343 2.436 -0.582
H 0.398 -3.866 -0.470
H 1.700 -4.673 0.027
H 4.256 -2.515 -1.197
H 0.579 -2.157 -3.116
H -1.590 0.005 -3.686
H -0.457 0.482 -4.903
H -1.117 -1.534 -5.784
H 0.113 -2.177 -4.797
H -2.712 -2.244 -4.371
H -1.598 -3.395 -4.118
H -0.514 2.402 -4.265
H -0.881 3.747 0.114
H -2.705 1.492 -0.684
C 5.189 -2.273 -4.886
Cl 3.650 -2.344 -3.982
Cl 6.583 -2.725 -3.909
H 5.121 -2.962 -5.718
H 5.324 -1.261 -5.246
C -2.609 -6.589 -4.805
Cl -4.072 -5.604 -4.832
Cl -1.189 -5.635 -4.333
H -2.736 -7.388 -4.086
H -2.437 -6.990 -5.796
C -5.140 2.225 1.313
Cl -3.402 1.859 1.460
Cl -5.842 2.657 2.867
H -5.262 3.051 0.628
H -5.647 1.346 0.934
C -8.150 2.858 -1.525
Cl -8.848 3.184 0.066
Cl -6.444 3.322 -1.593
H -8.232 1.797 -1.728
H -8.694 3.425 -2.269
C 10.482 -5.202 -2.480
Cl 8.716 -5.088 -2.405
Cl 11.092 -4.885 -4.105
H 10.902 -4.467 -1.803
H 10.775 -6.201 -2.185
C 3.477 4.129 1.676
Cl 5.163 3.599 1.572
Cl 3.032 4.659 3.303
H 3.333 4.956 0.991
H 2.844 3.299 1.396
C -3.226 2.967 5.970
Cl -2.420 4.478 6.420
Cl -3.513 1.926 7.369
H -4.178 3.209 5.517
H -2.598 2.434 5.268
C -10.354 3.659 3.322
Cl -9.392 3.461 4.793
Cl -11.480 2.311 3.104
H -10.918 4.573 3.395
H -9.687 3.700 2.472
C -10.892 6.959 1.173
Cl -9.926 6.796 2.647
Cl -12.015 5.603 0.957
H -11.465 7.875 1.236
H -10.222 6.989 0.324
C -10.143 -0.753 4.652
Cl -9.179 -0.948 6.120
Cl -11.268 -2.103 4.429
H -10.710 0.164 4.725
H -9.476 -0.714 3.800
C 0.214 2.063 2.675
Cl -0.521 0.455 2.792
Cl -0.602 3.268 3.660
H 1.242 1.992 3.017
H 0.182 2.374 1.637
C -1.812 -3.566 2.549
Cl -1.929 -4.119 0.871
Cl -1.495 -4.908 3.648
H -1.000 -2.857 2.620
H -2.752 -3.103 2.824
C 1.768 -1.358 6.646
Cl 3.455 -1.187 7.139
Cl 1.203 0.044 5.723
H 1.676 -2.239 6.025
H 1.154 -1.453 7.533
C -9.505 -5.180 5.151
Cl -8.084 -5.067 6.199
Cl -10.433 -6.653 5.459
H -10.140 -4.324 5.335
H -9.175 -5.188 4.120
*
```

Results
Relative energy (zero: lowest compared OMol25 entry of this formula, charge and spin), eV: 1.970
Orbital gap, eV: 5.375

M for every record listed, in sequence, given in g mol⁻¹: 874.7; 2571.3; 1795.4.